C14H29N2O5PSi2 as an isolated structure. Source: the Open Molecules 2025 dataset; level of theory: ωB97M-V/def2-TZVPD.

Computed properties:
Highest occupied orbital energy (eV): -7.88
Relative energy (zero: lowest compared OMol25 entry of this formula, charge and spin) (kcal per mole): 5.2
Gap between HOMO and LUMO (eV): 7.922

Cartesian coordinates (Å):
C -0.29 -0.07 3.81
C -1.00 -1.06 2.88
P -2.16 -0.25 1.67
C -1.96 -1.01 -0.02
C -0.85 -2.05 -0.18
Si -1.80 1.92 1.57
C -0.51 2.50 0.33
C 0.87 2.13 0.77
C 1.38 0.87 0.44
C 2.63 0.45 0.84
C 3.42 1.30 1.60
C 2.93 2.55 1.95
C 1.67 2.98 1.55
C 1.21 4.35 1.99
O -3.25 2.61 1.08
Si -4.52 2.69 2.16
H 0.43 0.54 3.27
H 0.28 -0.65 4.53
H -0.98 0.54 4.38
H -0.24 -1.67 2.40
H -1.61 -1.72 3.49
H -1.86 -0.23 -0.77
H -2.90 -1.49 -0.24
H 0.10 -1.58 -0.42
H -0.76 -2.71 0.68
H -1.10 -2.68 -1.02
H -1.46 2.47 2.90
H -0.60 3.58 0.28
H -0.73 2.14 -0.67
H 0.76 0.21 -0.16
H 3.01 -0.52 0.56
H 4.41 0.99 1.92
H 3.56 3.20 2.54
H 2.06 4.94 2.31
H 0.51 4.26 2.81
H 0.72 4.87 1.17
H -4.06 2.99 3.52
H -5.32 1.45 2.11
H -5.40 3.80 1.72
C -1.26 -2.42 -4.99
N -1.19 -3.26 -3.76
O -2.15 -3.93 -3.47
O -0.15 -3.22 -3.13
H -2.23 -2.56 -5.44
H -1.11 -1.39 -4.68
H -0.45 -2.74 -5.64
C 3.05 -3.38 -3.45
N 3.25 -3.22 -4.91
O 4.36 -2.93 -5.31
O 2.28 -3.39 -5.62
H 4.00 -3.19 -2.95
H 2.30 -2.66 -3.15
H 2.71 -4.39 -3.27